Entry 1:
# C25H31F4N3O2Zr

A structure of composition C25H31F4N3O2Zr in a non-equilibrium geometry (ωB97M-V/def2-TZVPD, OMol25).

Computed properties:
Energy above the lowest of the compared OMol25 structures with the same formula, charge and spin = 0.603 eV
Total energy = -1732.065363 a.u.
Net charge = +2
2S+1 = 1
Kohn-Sham gap = 6.73 eV
LUMO energy = -7.3 eV

CARTESIAN COORDINATES (ANGSTROEM)
Zr (-0.29280, -0.38170, -0.10490)
C (0.40760, 2.72250, 2.13840)
C (0.17460, 1.24570, 2.04570)
C (1.23730, 0.32400, 1.98670)
C (1.01640, -1.05820, 2.14520)
C (2.15400, -2.03220, 2.22520)
C (-0.28600, -1.50410, 2.41200)
C (-1.36190, -0.60840, 2.47990)
C (-2.70850, -1.08550, 2.91310)
C (-1.12530, 0.75210, 2.23730)
H (1.38610, 3.02980, 1.78310)
H (0.35640, 3.00440, 3.19230)
H (-0.36200, 3.28600, 1.61320)
H (2.25430, 0.69370, 2.05140)
H (3.09790, -1.60840, 1.89100)
H (1.93690, -2.94030, 1.66230)
H (2.29080, -2.32790, 3.26610)
H (-0.44370, -2.54570, 2.67170)
H (-2.66050, -1.32990, 3.97440)
H (-3.00180, -1.99180, 2.38680)
H (-3.47160, -0.32400, 2.77940)
H (-1.93780, 1.46150, 2.38030)
C (2.94460, -1.76600, -2.86570)
C (1.84640, -1.63530, -1.80520)
N (1.61730, -0.25380, -1.27570)
C (2.91880, 0.20320, -0.70570)
C (2.99050, 1.67050, -0.30680)
C (1.19160, 0.63840, -2.39800)
C (0.32290, 1.82630, -1.94590)
N (-0.76380, 1.34990, -1.08130)
C (-2.05470, 1.49170, -1.51710)
C (-3.03440, 0.67270, -0.92680)
F (-2.55530, -0.25970, 0.05320)
C (-4.37870, 0.66280, -1.25260)
F (-5.16640, -0.21390, -0.63110)
C (-4.85890, 1.53240, -2.21200)
C (-3.94220, 2.39180, -2.80530)
F (-4.36150, 3.25270, -3.71530)
C (-2.58880, 2.38440, -2.47840)
F (-1.80020, 3.26890, -3.10540)
H (2.88190, -2.75220, -3.31420)
H (3.94320, -1.68110, -2.45110)
H (2.81720, -1.03880, -3.66110)
H (2.08090, -2.29030, -0.95370)
H (0.91620, -1.98160, -2.26310)
H (3.70560, 0.04590, -1.44570)
H (3.14330, -0.44230, 0.14830)
H (3.14420, 2.30590, -1.17500)
H (3.85450, 1.81860, 0.33860)
H (2.09730, 1.99170, 0.21950)
H (0.58030, 0.05130, -3.09340)
H (2.06800, 1.01310, -2.93630)
H (-0.04620, 2.28250, -2.86510)
H (0.89630, 2.59030, -1.41210)
H (-5.89660, 1.53550, -2.50590)
O (-0.60450, -2.50200, -0.03010)
C (-1.21190, -2.51440, -1.14310)
C (-1.96080, -3.59840, -1.85410)
C (-2.36080, -2.91220, -3.16830)
C (-1.89610, -1.48010, -3.01850)
O (-2.05910, -0.53690, -3.73890)
N (-1.16360, -1.37930, -1.82520)
H (-2.82310, -3.92940, -1.27030)
H (-1.32930, -4.47940, -1.99050)
H (-3.43050, -2.93910, -3.37360)
H (-1.87260, -3.33970, -4.04600)

=====

Entry 2:
# C50H55BClCoN10OP2S

A structure of composition C50H55BClCoN10OP2S (ωB97M-V/def2-TZVPD, OMol25).

Computed properties:
Total energy = -5509.481565 a.u.
Net charge = +2
2S+1 = 1
Kohn-Sham gap = 7.16 eV
LUMO energy = -5.8 eV

CARTESIAN COORDINATES (ANGSTROEM)
Co (1.09441, -0.92104, 0.81424)
B (4.47437, 0.02244, 0.26950)
N (3.99625, -0.86129, 1.46736)
C (4.86280, -1.15739, 2.43503)
C (4.19025, -1.72962, 3.49859)
C (2.87491, -1.74387, 3.08565)
N (2.75196, -1.23948, 1.84273)
N (3.41728, 0.04038, -0.85507)
C (3.75053, 0.22761, -2.13319)
C (2.60135, 0.20738, -2.90286)
C (1.58765, -0.00255, -1.98487)
N (2.08442, -0.07103, -0.73440)
H (4.67822, 1.14404, 0.67446)
H (5.46124, -0.49190, -0.18105)
H (5.90516, -0.91831, 2.30362)
H (4.59157, -2.06859, 4.43666)
H (2.02806, -2.06334, 3.65684)
H (4.78493, 0.35670, -2.40356)
H (2.51330, 0.32737, -3.96855)
H (0.54568, -0.15394, -2.18946)
N (-0.48550, -0.83250, 3.21946)
P (0.45883, 0.43059, 2.59973)
C (1.72301, 0.94502, 3.76336)
C (1.52321, 0.85326, 5.13735)
C (2.50357, 1.31140, 6.00304)
C (3.66931, 1.87306, 5.49745)
C (3.86323, 1.97446, 4.12633)
C (2.89456, 1.50279, 3.25528)
C (-0.64934, 1.85986, 2.55245)
C (-0.10126, 3.14467, 2.52834)
C (-0.93111, 4.25300, 2.57899)
C (-2.30847, 4.09075, 2.66457)
C (-2.85841, 2.81718, 2.67508)
C (-2.03315, 1.70343, 2.60942)
P (-0.18310, -2.16972, 2.23003)
C (0.39250, -3.54736, 3.25897)
C (-0.17862, -3.65563, 4.52678)
C (0.15553, -4.71537, 5.35457)
C (1.05197, -5.67963, 4.91574)
C (1.61109, -5.58192, 3.64971)
C (1.28696, -4.51922, 2.81997)
C (-1.78556, -2.82930, 1.72585)
C (-1.82129, -4.05735, 1.06507)
C (-3.03670, -4.60755, 0.69512)
C (-4.22222, -3.94843, 0.99989)
C (-4.19153, -2.74035, 1.68102)
C (-2.97501, -2.17941, 2.04100)
H (-0.96833, -0.82303, 4.10951)
H (0.61249, 0.42718, 5.54342)
H (2.35657, 1.23593, 7.07196)
H (4.43063, 2.23171, 6.17714)
H (4.77473, 2.40552, 3.73426)
H (3.06898, 1.54488, 2.18492)
H (0.97288, 3.28441, 2.50601)
H (-0.50073, 5.24529, 2.57157)
H (-2.95214, 4.95840, 2.72020)
H (-3.93066, 2.68819, 2.74017)
H (-2.47210, 0.71608, 2.61854)
H (-0.89644, -2.92530, 4.88261)
H (-0.28845, -4.78980, 6.33795)
H (1.31326, -6.50744, 5.56097)
H (2.31327, -6.33070, 3.30861)
H (1.75065, -4.44267, 1.84686)
H (-0.90116, -4.59209, 0.85866)
H (-3.06313, -5.56402, 0.18957)
H (-5.17114, -4.38696, 0.72140)
H (-5.11313, -2.23478, 1.93568)
H (-2.95828, -1.23382, 2.56427)
C (0.06881, 2.95774, -3.21679)
C (-0.80838, 4.06571, -2.63717)
C (-0.83739, 5.20874, -3.66261)
C (-0.15007, 4.62775, -1.36971)
C (-2.26480, 3.59700, -2.32114)
O (-2.99177, 4.76054, -1.87486)
C (-3.07986, 3.01178, -3.50153)
C (-3.10926, 1.50542, -3.80982)
C (-1.95160, 0.92022, -4.57368)
C (-1.60251, 1.38629, -5.83916)
C (-0.51438, 0.86780, -6.52337)
C (0.23691, -0.14042, -5.93632)
Cl (1.62084, -0.78557, -6.75814)
C (-0.10754, -0.64300, -4.69422)
C (-1.20251, -0.11367, -4.02749)
C (-2.44278, 2.76674, -1.02291)
N (-1.80724, 1.45049, -0.82205)
C (-0.61717, 1.15137, -0.32803)
N (-0.54771, -0.15554, -0.05656)
C (-1.78743, -0.60939, -0.40492)
N (-2.57374, 0.33012, -0.84931)
H (1.11649, 3.26252, -3.17301)
H (-0.17139, 2.75511, -4.25985)
H (-0.02213, 2.01933, -2.67789)
H (0.18875, 5.47580, -3.91917)
H (-1.30856, 6.10921, -3.26656)
H (-1.33131, 4.92773, -4.59332)
H (0.77961, 5.13043, -1.63917)
H (0.11002, 3.85459, -0.64352)
H (-0.79801, 5.35142, -0.87590)
H (-3.18612, 5.31692, -2.63695)
H (-2.82772, 3.56846, -4.40657)
H (-4.11120, 3.28220, -3.26407)
H (-4.01862, 1.33791, -4.39378)
H (-3.25046, 0.93837, -2.89218)
H (-2.18402, 2.17496, -6.30289)
H (-0.24634, 1.23863, -7.50302)
H (0.49231, -1.43095, -4.25580)
H (-1.47324, -0.49993, -3.04932)
H (-3.50711, 2.56975, -0.91595)
H (-2.14527, 3.39414, -0.18691)
H (0.17955, 1.85932, -0.18827)
H (-2.08150, -1.63743, -0.35083)
S (1.61919, -2.91693, -0.30802)
C (0.70247, -3.31299, -1.68450)
N (1.27910, -4.21444, -2.53758)
C (0.66991, -4.66521, -3.65142)
C (-0.57367, -4.19943, -3.95764)
C (-1.11356, -3.25740, -3.07418)
N (-0.50380, -2.82683, -1.98363)
H (2.21295, -4.53592, -2.31008)
H (1.22061, -5.37777, -4.24939)
H (-1.09865, -4.52586, -4.84117)
H (-2.09329, -2.83213, -3.26820)

=====

Entry 3:
# C3H4ClF

The molecule C3H4ClF in a non-equilibrium geometry (ωB97M-V/def2-TZVPD, OMol25).

Computed properties:
Energy above the lowest of the compared OMol25 structures with the same formula, charge and spin = 3.161 eV
Total energy = -676.625322 a.u.
2S+1 = 1
Kohn-Sham gap (spin up / spin down) = 8.52 / 8.90 eV
LUMO energy (spin up / spin down) = 0.0 / 0.2 eV

CARTESIAN COORDINATES (ANGSTROEM)
C (-0.26397, 1.05033, -0.09269)
C (-0.24027, -1.11705, 0.39404)
C (0.53394, -0.14521, -0.45042)
F (-1.42701, -1.58595, -0.09910)
Cl (2.24195, -0.02933, 0.08637)
H (-1.13923, 1.40589, -0.69953)
H (0.13295, 1.72437, 0.79867)
H (-0.12945, -1.00438, 1.55467)
H (0.29109, -0.29868, -1.49201)

=====

Entry 4:
# C66H141N7O8

A cluster of 8 separate species, C66H141N7O8 in total in a non-equilibrium geometry (ωB97M-V/def2-TZVPD, OMol25).

Computed properties:
Energy above the lowest of the compared OMol25 structures with the same formula, charge and spin = 0.343 eV
Total energy = -3584.207983 a.u.
2S+1 = 1
Kohn-Sham gap = 8.77 eV
LUMO energy = 0.4 eV
SMILES = CC1(C)CCCC(C)(C)N1O.CC1(C)CCCC(C)(C)N1O.CC1(C)CCCC(C)(C)N1O.CC1(C)CCCC(C)(C)N1O.CC1(C)CCCC(C)(C)N1O.CC1(C)CCCC(C)(C)N1O.CC1(C)CCCC(C)(C)N1O.CC(C)O

CARTESIAN COORDINATES (ANGSTROEM)
C (7.98422, 8.22154, 18.62097)
C (7.62698, 8.64362, 17.15718)
C (8.48811, 7.85191, 16.14538)
C (8.02346, 6.39426, 15.94751)
C (6.54479, 6.29057, 15.63617)
C (5.65499, 7.00244, 16.63953)
N (6.18937, 8.36340, 16.77099)
O (5.36265, 9.09021, 17.61721)
C (4.25132, 7.05826, 16.07551)
C (5.67846, 6.12399, 17.91231)
C (7.81167, 10.17406, 16.99825)
H (7.17186, 8.41365, 19.29978)
H (8.84995, 8.79065, 19.04827)
H (8.38361, 7.20148, 18.68427)
H (8.47671, 8.36568, 15.19387)
H (9.56626, 7.88814, 16.45886)
H (8.20667, 5.79216, 16.85741)
H (8.59211, 5.84999, 15.13833)
H (6.22155, 5.29596, 15.63089)
H (6.25052, 6.65739, 14.61676)
H (4.17799, 7.82469, 15.21799)
H (3.96121, 6.08857, 15.71782)
H (3.52138, 7.46532, 16.80841)
H (6.56968, 5.55825, 18.13278)
H (5.27060, 6.58708, 18.79189)
H (4.91581, 5.32263, 17.73556)
H (7.46248, 10.55292, 16.02372)
H (8.88022, 10.40164, 17.07368)
H (7.21619, 10.61401, 17.78502)
H (4.94929, 9.74655, 17.08382)
C (4.15608, 11.85128, 15.96283)
C (3.29797, 12.61638, 16.92111)
C (3.49836, 11.98378, 18.31568)
C (4.81260, 12.19005, 18.87779)
C (4.99786, 13.64889, 19.02403)
C (4.88831, 14.42857, 17.69542)
N (3.67568, 14.05916, 16.96167)
O (3.72565, 14.57418, 15.66628)
C (4.79296, 15.88187, 18.08269)
C (6.23353, 14.28123, 16.87083)
C (1.82555, 12.49859, 16.64152)
H (4.11324, 12.26869, 14.94677)
H (3.86314, 10.79364, 16.00510)
H (5.17134, 11.87366, 16.32609)
H (2.72667, 12.33419, 19.08652)
H (3.23136, 10.93925, 18.08954)
H (5.52778, 11.72881, 18.24419)
H (4.86006, 11.70650, 19.86983)
H (5.96801, 13.95177, 19.37361)
H (4.23276, 14.05361, 19.65531)
H (4.91198, 16.50668, 17.14610)
H (3.85569, 16.12686, 18.57236)
H (5.60905, 16.18222, 18.73469)
H (6.72172, 13.31820, 17.15005)
H (6.03256, 14.32380, 15.78926)
H (6.91633, 15.10921, 17.14252)
H (1.58364, 11.44705, 16.44677)
H (1.62842, 13.00982, 15.66783)
H (1.21550, 12.89340, 17.42802)
H (3.18838, 15.35308, 15.68849)
C (9.16630, 7.23333, 24.10624)
C (7.84463, 6.46361, 24.09456)
C (7.30418, 6.51433, 22.67022)
C (6.12703, 5.62925, 22.41059)
C (6.51592, 4.22094, 22.63382)
C (7.10998, 3.95192, 24.06475)
N (8.13179, 5.00347, 24.33660)
O (8.47794, 4.84223, 25.69949)
C (5.96109, 3.88513, 25.12981)
C (7.80245, 2.59982, 24.02690)
C (6.82892, 7.12919, 25.13429)
H (8.82692, 8.29544, 23.89004)
H (9.84681, 6.83083, 23.30791)
H (9.58086, 7.27955, 25.11062)
H (6.93245, 7.54632, 22.46081)
H (8.12435, 6.28826, 21.97457)
H (5.69113, 5.75501, 21.44112)
H (5.27332, 5.97375, 23.01584)
H (7.32893, 3.88679, 21.94085)
H (5.67518, 3.56676, 22.51311)
H (5.19747, 4.68247, 25.01827)
H (5.43950, 2.92531, 24.98601)
H (6.36177, 3.90409, 26.13176)
H (7.12395, 1.78234, 23.73360)
H (8.58872, 2.55794, 23.25684)
H (8.24869, 2.42261, 25.01640)
H (7.20408, 6.94770, 26.16155)
H (5.74746, 6.89242, 25.08252)
H (6.92710, 8.21520, 24.96827)
H (9.46726, 4.86645, 25.68962)
C (13.77154, 9.59396, 19.16920)
C (12.46147, 10.16589, 18.59673)
C (11.46255, 10.27897, 19.73380)
C (11.60088, 11.55159, 20.52473)
C (11.61629, 12.78111, 19.65711)
C (12.72076, 12.73327, 18.66798)
N (12.57251, 11.51115, 17.93195)
O (13.67604, 11.43817, 17.04007)
C (12.56543, 13.85563, 17.72671)
C (14.10368, 12.89437, 19.36040)
C (11.85735, 9.25426, 17.52499)
H (13.58116, 8.56151, 19.53587)
H (14.19689, 10.22010, 19.95064)
H (14.60686, 9.49457, 18.42938)
H (10.48467, 10.29683, 19.20578)
H (11.45908, 9.29455, 20.24133)
H (12.40513, 11.44847, 21.26326)
H (10.76958, 11.69551, 21.19112)
H (11.74752, 13.66884, 20.29634)
H (10.61573, 12.88174, 19.16284)
H (11.64582, 13.72982, 17.12541)
H (12.50232, 14.82748, 18.24385)
H (13.47460, 13.91232, 17.11841)
H (14.96916, 12.58799, 18.70652)
H (14.21893, 14.00177, 19.45320)
H (14.32971, 12.44602, 20.36043)
H (10.83056, 9.58481, 17.26789)
H (11.74591, 8.25855, 17.98863)
H (12.44979, 9.13184, 16.62910)
H (13.23851, 11.14581, 16.22310)
C (9.50845, 14.19340, 24.53364)
C (8.03440, 14.67024, 24.65001)
C (8.04757, 15.67419, 25.73066)
C (6.71547, 16.41053, 25.77383)
C (6.35858, 17.07396, 24.40963)
C (6.49910, 16.13035, 23.22349)
N (7.82028, 15.44374, 23.41964)
O (7.95749, 14.59386, 22.24952)
C (5.15182, 15.26583, 23.12952)
C (6.54203, 16.96490, 21.95859)
C (7.18177, 13.42103, 25.05193)
H (9.80482, 13.72245, 25.47489)
H (10.17505, 15.04179, 24.31889)
H (9.66189, 13.41753, 23.72561)
H (8.26499, 15.25850, 26.71516)
H (8.82800, 16.40298, 25.49414)
H (6.77351, 17.25473, 26.49688)
H (5.88869, 15.79174, 26.07620)
H (7.05562, 17.87795, 24.27403)
H (5.31455, 17.45238, 24.35097)
H (4.32751, 15.94032, 23.02565)
H (5.05756, 14.52455, 22.33981)
H (4.95704, 14.78318, 24.07163)
H (5.72188, 17.65775, 22.00364)
H (7.52367, 17.47619, 21.98560)
H (6.47498, 16.33931, 21.04477)
H (7.78758, 12.91107, 25.80320)
H (7.02616, 12.71890, 24.25933)
H (6.25618, 13.59580, 25.58733)
H (7.26507, 13.88175, 22.32758)
C (2.92978, 7.72411, 22.50991)
C (3.38563, 8.96548, 21.73625)
C (2.19123, 9.60925, 21.05925)
C (1.26905, 10.43332, 21.96560)
C (2.03340, 11.29497, 22.94968)
C (3.27333, 10.62551, 23.64679)
N (4.13405, 9.96460, 22.57591)
O (5.30869, 9.34869, 23.13699)
C (4.03780, 11.88442, 24.18039)
C (2.85020, 9.72628, 24.79641)
C (4.33522, 8.43946, 20.64020)
H (2.91942, 6.86436, 21.83250)
H (1.95723, 7.75397, 22.99555)
H (3.64295, 7.37510, 23.25965)
H (2.54800, 10.27098, 20.26395)
H (1.71286, 8.77383, 20.55273)
H (0.57851, 9.75367, 22.49834)
H (0.56639, 11.03672, 21.39568)
H (1.42196, 11.67797, 23.77170)
H (2.37053, 12.20637, 22.42565)
H (4.39949, 12.41662, 23.29885)
H (3.45497, 12.58995, 24.76999)
H (4.88224, 11.61860, 24.81225)
H (2.03661, 9.03533, 24.71069)
H (3.66629, 9.14892, 25.23491)
H (2.61847, 10.41708, 25.63891)
H (4.99945, 7.71643, 21.06074)
H (4.88920, 9.27150, 20.25056)
H (3.80392, 7.90250, 19.84854)
H (5.01000, 8.63075, 23.71778)
C (13.76609, 11.90142, 26.92545)
C (12.81151, 10.79809, 26.44101)
C (11.46389, 11.39818, 26.15499)
C (10.57883, 10.44638, 25.37509)
C (11.20287, 10.04878, 24.04832)
C (12.59493, 9.37793, 24.30888)
N (13.38761, 10.27949, 25.22499)
O (14.64893, 9.75529, 25.53020)
C (12.36208, 7.95769, 24.80703)
C (13.47113, 9.30277, 23.04697)
C (12.66330, 9.73740, 27.49930)
H (14.64773, 11.43085, 27.32082)
H (13.36245, 12.60945, 27.66308)
H (14.11580, 12.57962, 26.12704)
H (11.01114, 11.75534, 27.07885)
H (11.62244, 12.24183, 25.46999)
H (9.58382, 10.82463, 25.26872)
H (10.37057, 9.55355, 25.97274)
H (11.30104, 10.94063, 23.44357)
H (10.63161, 9.35885, 23.39820)
H (11.63313, 7.94171, 25.63271)
H (12.00752, 7.34012, 23.95046)
H (13.30863, 7.49196, 25.10876)
H (14.40914, 8.92496, 23.33862)
H (13.00264, 8.80311, 22.16636)
H (13.80135, 10.28471, 22.73263)
H (11.66376, 9.36715, 27.55417)
H (12.94051, 10.11968, 28.51786)
H (13.28345, 8.85627, 27.36508)
H (15.32584, 10.30483, 25.09880)
C (8.12495, 12.05997, 20.22074)
C (7.43314, 11.16079, 21.19674)
C (8.41516, 10.47522, 22.09726)
O (6.50459, 11.94663, 22.03313)
H (7.36080, 12.41511, 19.56146)
H (8.82966, 11.52859, 19.56563)
H (8.66327, 12.82057, 20.76742)
H (6.82333, 10.43229, 20.65661)
H (8.99079, 9.69811, 21.60771)
H (7.87477, 9.97513, 22.96326)
H (9.08964, 11.19771, 22.52336)
H (5.74532, 11.38909, 22.17021)